Molecular formula: C3H6N2O2S2
Method: DFT, ωB97M-V with the def2-TZVPD basis set

Atoms and positions in Å:
C -2.6282 1.8500 0.8590
N -2.2013 0.5676 0.4404
C -2.4281 -0.4008 -0.2041
O -2.4489 -1.4135 -0.7700
H -2.5461 1.9015 1.9446
H -3.6594 2.0481 0.5616
H -1.9705 2.6008 0.4167
C 2.1788 -2.0795 -0.6036
S 1.3958 -1.4739 0.9280
S 1.4653 0.6111 0.5461
N 2.4770 1.3669 -0.3768
O 3.4036 1.0476 -1.0773
H 1.5754 -1.7836 -1.4573
H 2.2018 -3.1599 -0.5237
H 3.1851 -1.6825 -0.6835

Results
Lowest unoccupied orbital energy (eV): -0.2
HOMO-LUMO gap (eV): 8.741
HOMO energy (Eh): -0.329
Energy relative to the best compared isomer or geometry (same formula, charge and spin) (kcal/mol): 44.98
E_tot (eV): -31950.870
2S+1: 1
Net charge: 0